# 1
Density functional theory data (ωB97M-V/def2-TZVPD) for a cluster of 12 separate species, C78H180N12O12 in total.

The geometry in ORCA input format:
```
! RIJCOSX wB97M-V def2-TZVPD def2/J DEFGRID3
* xyz 0 1
H -1.7534 -10.4613 -4.2932
H -0.7687 11.9463 -2.3265
C 6.7761 6.2465 -7.0039
H 2.5831 -2.3141 7.8759
C -1.6922 10.2139 -3.2490
H 9.6438 5.1171 0.4582
N -2.5022 -2.6080 -0.6724
H 9.9387 8.3897 -11.2280
C -0.8281 -1.4428 0.5993
H -2.6528 8.4629 -3.9559
H -1.3576 -11.3368 -2.7704
H -2.7151 -7.7902 -2.1822
H 3.6097 -7.3171 12.0428
C -11.6999 3.0046 1.0337
C -10.4738 5.1490 0.4901
H 8.9250 7.5330 -6.3703
C 9.5741 8.9186 -8.5640
H 5.0338 6.6430 -0.5551
C -1.2119 -2.2543 -9.1875
H 4.0367 -5.7947 8.3430
C 5.8108 8.5531 -7.5143
H -5.8537 -12.5963 -0.6398
C -1.3299 11.0828 -1.9695
C -10.9350 1.8903 -1.6748
H -2.8678 10.2291 -4.6847
C 9.0359 -4.4001 -3.2672
N -16.1243 -4.8464 4.4774
C 0.8947 -0.1002 -0.4202
H -17.2126 -3.7334 1.4675
C -13.0764 3.4398 -1.9035
H -0.8451 9.6261 7.3356
H -11.3775 1.0881 -1.0841
H -13.6575 1.7238 -0.6100
H -6.1087 -3.9099 -6.8256
H -1.8263 -7.8924 7.0359
H 8.3773 10.2403 -10.6623
C -12.3705 -5.1793 2.4523
H -2.3454 -3.6058 1.7424
C -13.6274 4.2638 -3.0661
C -1.8229 6.6215 -1.9937
H -3.4063 11.1319 -3.4743
H -3.7519 0.3019 -7.2338
C 9.7623 -5.7329 -3.7606
O -0.3157 -0.7880 -0.6009
C -14.5654 -4.2742 2.5297
H -2.5466 7.5932 6.7053
C -2.9847 -9.8364 -2.6611
H 1.7844 -5.2601 11.6161
C 11.6870 -8.4914 -3.4627
C 1.5867 7.1848 9.2901
C 2.5702 -3.2532 11.8765
H 7.0072 10.2336 -9.5417
C 2.5904 -9.2750 4.2922
O -13.6127 -5.2176 3.0339
H 1.0369 0.4414 -1.3554
H -1.4428 -11.0860 5.0895
H 13.2154 -7.1155 -5.3277
C 8.1755 8.2661 -6.6684
C 2.4347 8.2255 7.1384
O -13.1509 5.3724 -0.4435
H -0.8036 -0.7255 1.4196
H 0.9468 9.7625 9.7796
H 10.3551 6.7611 0.6437
H 0.7561 0.6444 0.3637
C 11.9787 -6.9420 -3.3964
H 8.6001 10.4218 -7.3112
H -2.9175 -11.6189 -3.6177
H -3.4313 -2.4774 -1.0465
C -4.6561 -3.2198 -9.2344
H -1.1929 6.1808 -1.2211
H -4.4852 -1.7197 -6.1712
C 1.3704 8.2747 8.2251
H -16.2635 -5.6188 2.5354
C -0.8878 -8.4424 6.9665
C 4.6601 -2.4406 9.6367
H -2.0789 -5.0143 -6.9221
H 7.8031 7.5990 0.2513
H 3.4182 -8.5679 4.3464
H -1.5863 -8.8604 -1.7635
H 13.9828 -7.1604 -3.0973
C 1.5076 9.6568 8.8509
H 11.4585 -8.9120 -2.4835
C 2.9855 -3.3099 8.0619
C -0.4494 -2.9716 -6.8300
H 8.6825 -4.4418 -2.2369
C -0.6013 6.8067 7.2585
H -0.0984 -7.6922 6.9216
C 8.4715 8.4423 -9.5878
H -5.1701 -11.4078 0.4512
H 2.9347 -7.2030 10.4382
C -4.5669 -1.7050 -7.2581
O 10.7189 -5.9945 -1.6668
H 1.3604 -3.2233 9.9838
H -3.2016 9.0096 -2.3273
H 6.9234 9.2636 -10.9018
C 9.4982 6.1848 0.2946
H -14.6875 3.2289 -0.6715
H -11.4189 3.2728 -3.1742
C -2.1484 -10.8871 -3.3708
H 11.0629 -5.1750 -1.3039
C -0.2081 6.2514 5.8872
C -2.3348 -1.8699 0.4749
H -0.6962 -3.3245 -5.8287
H 6.0985 -5.7346 11.5386
H -4.2914 -9.4298 -0.8682
C -1.6275 -2.5091 -7.6715
H -10.8829 2.6681 1.6718
H -9.6926 3.7065 -1.4435
H -0.3413 6.9577 5.0678
H 5.2914 8.3703 -6.5736
H 11.0228 -8.8198 -4.2621
H -1.1434 -11.0574 6.7051
H -5.4933 -1.2472 -7.6047
H -1.7225 5.9609 -2.8550
N -2.7340 -3.4064 -7.5612
H 2.8622 -5.0305 13.0036
C 3.9451 -5.3174 11.1243
O 4.7397 -5.4608 8.9051
H -5.7392 -3.1652 -9.1241
H 9.7819 6.8287 -10.4179
H 4.1930 7.3047 0.8303
O -1.4368 8.0055 -2.2932
H -11.8633 -4.2329 2.6395
C -2.2009 6.8738 7.4476
H 1.1920 10.4542 8.1781
H 12.9885 -7.2158 -1.5966
H -4.6413 -4.2132 -5.9533
C 7.0971 5.5902 0.7765
H -3.0309 -1.0320 0.4361
H -11.8152 -5.8939 3.0599
C 7.6468 9.6051 -10.1614
O -0.3237 9.0481 6.7738
C -4.1773 -3.1317 -7.7913
C 10.2585 -5.3470 -5.2824
H 8.2299 -4.1687 -3.9635
C 8.1233 6.7124 0.7986
C 5.2897 -5.0845 11.8722
H 2.6614 7.2221 9.4677
H -2.4492 7.2213 8.4505
H 0.0200 -3.8381 -7.2957
H -14.6347 -4.1934 1.4449
H 8.6979 8.2255 1.8378
C 12.4405 -6.4949 -4.8778
H -10.1135 1.3877 -2.1854
N 7.6432 7.4281 -8.9622
H -0.8312 5.9827 9.1896
H -0.3178 4.7313 7.9368
H 6.1106 5.6203 -7.5981
H -0.7192 -8.8521 7.9624
H 1.6987 -3.0835 12.5088
H -12.9030 4.8094 -3.6708
H -16.7623 -2.5829 2.6803
H 1.9191 5.3780 8.0875
H 5.1108 8.3047 -8.3120
C -2.8780 -2.6552 1.7152
C 9.2389 7.7228 -10.7243
H -3.9517 -2.8428 1.7152
H -1.9291 -2.3060 -1.4473
H 9.4084 -5.2376 -5.9559
C 13.1914 -6.6786 -2.5231
H 7.3921 7.3888 2.4896
H 1.6681 -0.8340 -0.1937
H 2.2267 -4.0736 7.8911
H 10.7492 -4.3740 -5.3067
H 5.7476 7.9092 0.3546
N 3.9393 -4.7808 9.7651
H 7.6845 5.6709 -6.8259
C -0.7491 -9.4001 5.7562
H -2.7073 5.9256 7.2671
H -12.3783 3.6607 1.5791
H 3.4262 -2.7469 12.3229
H -9.5438 2.6558 -0.1035
O 1.4805 -8.7627 5.0601
H -14.8506 2.0441 -1.8651
H 2.3983 -9.4602 3.2354
N -2.2476 -8.6305 -2.4914
H 9.5309 6.1729 -0.7949
C 1.2676 5.7471 8.8797
H -2.8604 -10.4191 -0.6003
H 11.6269 -5.9212 -6.7791
H -1.3931 -0.3784 -7.1142
C 0.6626 -9.9316 5.3992
H -2.2081 11.4425 -1.4333
H -9.5279 4.9231 0.9824
C 5.1721 6.9906 0.4687
C 3.8093 -6.9481 11.0368
H 9.7217 -3.5546 -3.3203
C -14.0939 2.5061 -1.2311
H 6.0499 9.6092 -7.6385
H -0.1445 -2.2559 0.8437
H -5.0213 -5.1765 -7.3843
O -4.3722 -11.4243 -1.5388
N -0.0373 8.1194 7.6778
H -11.0752 5.8392 1.0818
C -10.2685 3.0064 -0.8384
H -2.8340 6.3793 -1.6664
C 7.0789 7.6751 -7.5995
C -5.0595 -4.1736 -6.9591
O -2.3557 -4.7804 -7.8110
H 5.2080 -5.1338 12.9581
H 2.2802 7.3705 6.4802
H -0.7568 10.4917 -1.2551
O 6.6860 6.8002 -9.8687
H 0.8683 6.0910 5.8268
H -1.0483 -8.9113 4.8290
N 8.3288 7.3277 2.1168
H 2.5286 9.9531 9.0911
H -12.3453 -5.5768 1.4377
H 6.9837 5.1785 -0.2264
H -14.4184 4.9267 -2.7155
H -15.5104 -5.5981 4.7572
C -16.0087 -4.6752 3.0178
H -15.7185 -4.1149 5.0434
H 8.5217 7.3001 -11.4279
H -3.7897 -9.5555 -3.3402
C 9.0685 9.4412 -7.2259
H 5.6796 -4.0851 11.6793
C 2.7449 -4.8547 11.9343
N -2.5953 10.9692 -4.0538
H 4.6612 -7.4243 10.5515
H -14.1901 3.6164 -3.7387
H 10.9475 -7.3435 -6.1147
H -12.1674 2.0545 0.7750
H 7.2053 6.1507 -10.3485
N -12.3602 4.3607 -0.9949
C -0.1903 5.7345 8.3435
H 4.7377 -2.1512 10.6847
H 3.7398 -3.5175 7.3030
C -11.9725 2.5506 -2.5741
C -5.4213 -11.5968 -0.5925
H -0.7079 5.3532 5.5245
C -11.2624 3.9127 -0.0880
H -0.7972 10.0460 -3.8480
H -4.4081 -4.1827 -9.6809
H -0.2207 -1.8015 -9.2113
C -17.0397 -3.6274 2.5385
N 10.9444 -5.9474 -2.9959
H 4.5579 -1.4979 9.0990
C 8.8143 -6.9508 -3.8361
H 6.2356 6.3410 -6.0621
H 8.8254 -7.3249 -2.8124
O 5.8183 6.0234 1.3023
H -4.2052 -2.4426 -9.8515
C -2.3463 8.8481 -2.9834
C 3.5226 -3.4153 9.4408
H -2.6809 -2.1857 2.6789
H 10.0030 9.8444 -8.9477
H -1.9233 -1.7141 -9.8121
H 9.2086 -7.6056 -4.6131
H 13.4412 -5.6210 -2.4381
H 2.3668 9.0996 6.4907
H 10.0139 9.5007 -6.6868
H 0.3412 -2.2248 -6.9028
H 10.4247 8.2536 -8.4150
H -3.5173 -0.5943 -8.6945
H 3.4502 8.0007 7.4646
H 7.8108 -6.6310 -4.1169
H -10.1511 5.7297 -0.3740
H -6.2764 -10.9680 -0.8403
H 1.4261 5.1641 9.7869
H 1.0563 7.4114 10.2150
C -2.1160 -1.1753 -6.9395
H 12.5570 -9.0129 -3.8618
C -3.6815 -10.2280 -1.2913
H -13.6386 4.8601 0.2056
C 11.3215 -6.3602 -5.8293
C 2.3262 -2.9248 10.3914
H -0.9919 -3.1966 -9.6894
H -12.3876 1.8032 -3.2502
N -1.5913 -10.5679 5.9436
H 1.0788 -10.5738 6.1754
H 5.5976 -2.8510 9.2615
H 2.2914 -1.8537 10.1927
H -18.0043 -3.9213 2.9523
H -14.2954 -3.2809 2.8881
H 12.9844 -5.5618 -4.7309
H 3.0015 -10.2271 4.6276
H 7.7196 8.6041 -5.7379
H 0.5373 -10.5548 4.5137
H 7.5179 4.8313 1.4361
H -2.2622 -1.2710 -5.8636
C -3.4116 -0.6621 -7.6118
*
```

Summary:
SMILES: CC1(C)CCCC(C)(C)N1O.CC1(C)CCCC(C)(C)N1O.CC1(C)CCCC(C)(C)N1O.CC1(C)CCCC(C)(C)N1O.CC1(C)CCCC(C)(C)N1O.CC1(C)CCCC(C)(C)N1O.COC[C@H](C)N.COC[C@H](C)N.COC[C@H](C)N.COC[C@H](C)N.COC[C@H](C)N.COC[C@H](C)N
orbital gap: 8.119 eV


# 2
Density functional theory data (ωB97M-V/def2-TZVPD) for a structure of composition C51H45BrN6O2STeTi.

The geometry in ORCA input format:
```
! RIJCOSX wB97M-V def2-TZVPD def2/J DEFGRID3
* xyz 0 1
H 5.4081 -0.9380 1.6461
N -2.7507 0.9493 0.7235
C -2.6144 -5.3167 1.0283
C -4.5925 3.9903 1.6853
H 6.3628 -1.6921 0.3675
C -2.8659 3.9091 -2.6230
H -0.2177 -7.1415 -1.2693
C -6.1777 3.9506 -0.2649
O -0.9819 -2.3276 2.2906
N 2.8222 1.7609 2.6541
H 2.1701 2.7305 0.8509
C -1.8049 -5.3171 -3.6343
H 5.9116 -2.6293 1.7917
C 3.2476 -2.6627 1.5017
H -8.3210 6.7078 1.3626
H 2.3035 -3.0206 1.0841
H -2.1059 4.7228 -4.4648
O -0.9823 -0.5975 0.3167
C 0.7474 1.8179 -2.2540
C 0.3318 -2.5946 -2.0819
C -3.0312 -3.5206 -0.4917
C 6.3929 3.7960 3.4797
H 0.8118 -4.9442 -0.8386
N 0.9858 1.1566 1.6134
H 0.4157 -0.3860 3.0069
C -3.2006 -4.8491 -0.1410
H 3.0302 -1.8028 2.1367
C -1.7158 -3.1351 1.4756
H -2.5437 -5.4206 -4.4209
H -2.7354 -6.3530 1.3187
C -6.5738 5.4818 1.5336
H 4.8270 0.4385 -3.3150
H -3.4743 -3.1373 -1.4046
C -8.0950 5.4035 -0.3260
Te -0.4867 -1.2282 -3.4981
C 4.5304 -3.5924 -0.4077
Ti -0.8124 1.2439 0.2753
C -7.3179 4.4086 -0.9048
H 2.6898 0.3623 4.3001
H 0.0761 -2.2540 -1.0792
H -3.8010 4.4542 -2.6799
H -7.6032 3.9849 -1.8597
C -0.7111 3.3896 -3.5375
H 3.6873 4.0071 1.4727
S 2.1040 1.8953 -3.3120
C -1.9112 4.0688 -3.6250
C 2.2589 0.7334 3.3903
Br -1.0733 3.3136 1.6586
C -1.2229 -4.0721 -3.3997
C -3.7240 1.5322 1.5647
C -2.6329 3.0676 -1.5448
H 4.8925 -4.3918 0.2422
C -4.1406 2.7683 1.6261
H -0.8631 -1.4960 1.7864
C -0.5016 -6.2857 -1.8685
C 4.2661 -2.3231 0.4145
H -2.3115 -1.1018 -1.1701
N -3.2150 -0.3917 0.5464
C 2.9265 0.7286 -2.3277
C 7.6261 4.4835 3.7521
H -1.4058 -3.0337 -5.2857
C -7.7190 5.9370 0.8982
H -2.6847 -2.6584 -4.1288
C 2.1128 0.3566 -1.2594
C -2.2225 -1.1940 -0.0809
H -3.3784 2.9634 -0.7704
C 2.5270 -0.6327 -0.3630
C -1.4361 2.3614 -1.4309
H 5.5636 -1.2506 -1.7118
C -2.3022 -2.6454 0.3064
C 4.8826 1.9810 3.9234
C 6.0615 2.6516 4.1959
N 8.6132 5.0299 3.9680
H 4.6453 1.0863 4.4784
H -3.7735 -5.5126 -0.7738
H -8.9858 5.7603 -0.8266
C 4.5905 -0.7951 -1.5811
H 1.4177 -2.6171 -2.1722
C 1.1273 0.3750 2.7365
C -0.2781 -3.9383 -2.3863
C -1.4507 -6.4182 -2.8752
H 0.0368 3.5063 -4.3143
H 1.8469 -0.9487 0.4124
H 3.6147 -3.9364 -0.8935
C 0.0783 -5.0536 -1.6298
H 5.7862 5.1682 1.9447
H 3.6484 -3.4553 2.1362
C 5.5656 -1.8664 1.0911
C 5.5332 4.2726 2.4944
H -4.0695 4.7205 2.2999
H -5.5805 3.1668 -0.7144
H 5.2789 -3.4266 -1.1833
N 0.8821 1.0086 -1.2322
C 3.7687 -1.2190 -0.5169
H -1.3980 -4.8225 2.7397
C -1.6216 -2.8753 -4.2306
C 4.3522 3.6079 2.2237
C 4.1872 0.1569 -2.4892
H -3.7194 -0.7876 1.3277
C -5.7889 4.4812 0.9648
H 6.7275 2.2844 4.9639
C 2.0028 1.9777 1.6001
H -1.9120 -7.3788 -3.0660
H -6.2834 5.8996 2.4907
C 4.0291 2.4581 2.9365
C -0.4944 2.5585 -2.4384
H -4.2204 0.8321 2.2385
C -1.8685 -4.4701 1.8310
*
```

Summary:
orbital gap (spin up / spin down): 6.272 / 6.271 eV


# 3
Density functional theory data (ωB97M-V/def2-TZVPD) for the molecule C3H4N2O.

The geometry in ORCA input format:
```
! RIJCOSX wB97M-V def2-TZVPD def2/J DEFGRID3
* xyz 0 1
C 1.3996 -0.2537 -0.8529
N -0.0452 0.6718 1.3942
N 2.4245 0.2511 -1.0202
C -0.9640 0.7303 0.5358
H -0.1848 1.3692 2.1183
H -0.1011 -1.5178 -1.6039
C 0.1101 -0.9504 -0.6959
H -1.8322 1.3911 0.5213
O -0.9864 -0.0628 -0.5557
H 0.1795 -1.6288 0.1588
*
```

Summary:
SMILES: [H]/N=C/OCC#N
orbital gap: 11.682 eV


# 4
Density functional theory data (ωB97M-V/def2-TZVPD) for the molecule C4H7NO.

The geometry in ORCA input format:
```
! RIJCOSX wB97M-V def2-TZVPD def2/J DEFGRID3
* xyz 0 1
H -1.6739 0.9468 0.4769
C 1.0365 0.5300 0.6514
H -1.2766 1.8306 -1.0084
H 2.0419 0.7280 1.0639
C 0.6258 -0.9999 0.6959
C -0.9094 1.0784 -0.3028
H -0.1674 -1.6061 0.2052
N 0.3338 1.5197 0.2980
H 1.5173 -1.5282 0.3692
O 0.2570 -0.2725 -1.9159
C -0.6802 -0.1649 -1.1626
H 0.3811 -1.1402 1.7452
H -1.4859 -0.9216 -1.1160
*
```

Summary:
SMILES: C/C=N\CC=O
orbital gap: 10.409 eV


# 5
Density functional theory data (ωB97M-V/def2-TZVPD) for the molecule C2H5NOS.

The geometry in ORCA input format:
```
! RIJCOSX wB97M-V def2-TZVPD def2/J DEFGRID3
* xyz 0 1
C -0.3077 -0.0088 0.8711
N 1.5727 0.1192 -0.9561
O -2.0717 0.5847 -0.7371
H -0.1165 -0.7616 1.5600
H -2.0584 -1.1053 0.4847
H -1.4600 1.2231 -1.2003
S 1.3928 0.6661 0.5237
C -1.4466 -0.2123 0.2575
H 1.1884 2.1218 0.3086
H 2.1425 -0.6601 -0.8292
*
```

Summary:
orbital gap: 8.923 eV


# 6
Density functional theory data (ωB97M-V/def2-TZVPD) for a structure of composition C2H5BrS.

The geometry in ORCA input format:
```
! RIJCOSX wB97M-V def2-TZVPD def2/J DEFGRID3
* xyz 0 3
S 0.1464 1.6890 -0.0733
H -1.5756 -0.0632 -0.5647
H -0.3718 -0.1119 2.2262
Br 2.2031 -0.4096 0.0238
H -0.4643 -0.8163 -1.6572
H 1.2312 1.8665 0.6546
C -0.6394 -0.6590 -0.6383
H -0.9498 -1.5653 -0.0820
C 0.4203 0.0698 0.1109
*
```

Summary:
orbital gap (spin up / spin down): 8.164 / 8.769 eV


# 7
Density functional theory data (ωB97M-V/def2-TZVPD) for the molecule C4H4N2O.

The geometry in ORCA input format:
```
! RIJCOSX wB97M-V def2-TZVPD def2/J DEFGRID3
* xyz 0 1
C -0.1234 1.1261 -0.0080
O 2.4293 -1.3707 -0.1258
C 1.1260 0.6168 -0.0123
N 0.0473 -1.6605 0.0750
H -2.1003 0.9606 -0.0279
H -2.0893 -1.6444 0.0864
C -1.1111 -1.0988 0.0500
H 1.9599 1.3128 0.0019
N -1.2615 0.3669 -0.0368
C 1.3561 -0.8203 -0.0386
H -0.2331 2.2114 0.0361
*
```

Summary:
SMILES: O=c1cc[nH]cn1
orbital gap: 9.704 eV


# 8
Density functional theory data (ωB97M-V/def2-TZVPD) for a structure of composition C3H8FPS2.

The geometry in ORCA input format:
```
! RIJCOSX wB97M-V def2-TZVPD def2/J DEFGRID3
* xyz 0 1
H 1.2710 1.5415 3.2049
C 0.5696 1.0563 2.4852
H -1.1854 -1.3204 -2.4231
H 0.4307 2.5664 -1.0635
H -1.7247 -1.7709 -0.9827
C 0.2669 -0.1208 0.0089
H -1.0124 -3.1719 -1.9980
H 1.3031 1.1986 -2.0160
H -0.2547 1.8374 2.3540
S 0.5745 -1.7031 -0.7125
F -0.9237 -0.1521 0.5923
P 0.0107 1.4104 -1.7406
C -0.9791 -2.0117 -1.6340
S 1.5867 0.5134 1.0636
H 0.0668 0.1268 2.8615
*
```

Summary:
orbital gap: 8.515 eV


# 9
Density functional theory data (ωB97M-V/def2-TZVPD) for a structure of composition BrHf.

The geometry in ORCA input format:
```
! RIJCOSX wB97M-V def2-TZVPD def2/J DEFGRID3
* xyz 3 1
Br -19.8216 -2.6239 24.5692
Hf -19.8200 -4.0361 26.1171
*
```

Summary:
orbital gap: 10.347 eV


# 10
Density functional theory data (ωB97M-V/def2-TZVPD) for a cluster of 2 separate species, C6H14N2O4S in total.

The geometry in ORCA input format:
```
! RIJCOSX wB97M-V def2-TZVPD def2/J DEFGRID3
* xyz 0 1
C 2.1102 1.3015 0.5422
C -1.4389 3.1027 0.2372
O 3.0079 0.7781 1.0446
C 0.3066 -2.5939 -1.8788
H -0.7599 3.8620 0.8140
S -0.6500 1.3901 0.4780
H -3.3194 2.3594 -0.1784
H 3.2298 -1.5911 -0.4198
H -1.3366 3.1930 -0.8577
C 0.9254 1.2797 -0.3119
C -2.8751 3.0202 0.5800
H -0.7582 -2.1562 -1.6388
N -3.1834 2.8413 1.9564
H 2.6530 -3.4105 -0.6140
O -1.4603 0.4021 -0.1433
H -2.6913 1.9076 2.2473
H -2.6278 3.6172 2.5011
O 1.7361 2.4195 -0.0299
H 0.7709 -1.6212 -0.1372
H 0.2356 -3.6634 -1.8416
H 3.0398 -2.4672 -1.9260
O -0.2810 1.3535 1.9192
H -3.3491 4.1220 0.5281
C 2.6356 -2.3687 -0.9390
H 0.8373 0.8993 -1.3495
N 1.2236 -1.8550 -1.0186
H 0.6420 -2.2493 -2.8981
*
```

Summary:
SMILES: NCCS(=O)(=O)[C@H]1OC1=O.CNC
orbital gap: 9.122 eV


Short version: energy relative to the best compared isomer or geometry (same formula, charge and spin) = 8.069, 0.602, 1.463, 2.753, 4.504, 1.985, 0.785, 1.017, 0.609, 5.298 eV, in the order given.